Entry 1:
{"formula": "C9H22NO2", "method": "wB97M-V/def2-TZVPD", "fmax_ha_per_bohr": 0.0852, "relative_energy_kj_mol": 26.36, "e_homo_ev": -14.38, "gap_ev": 11.854, "charge": 1, "total_energy_ha": -561.06617, "symbols": ["C", "C", "C", "C", "C", "C", "C", "C", "C", "N", "O", "O", "H", "H", "H", "H", "H", "H", "H", "H", "H", "H", "H", "H", "H", "H", "H", "H", "H", "H", "H", "H", "H", "H"], "positions_angstrom": [[-1.30708, -2.28864, 1.43859], [1.72278, 1.65954, 1.43300], [2.78569, -0.57447, -2.35894], [-3.69428, 2.10808, 0.51748], [-1.28515, -1.79714, -0.08667], [1.79499, 0.11124, 1.34590], [2.78431, -0.14204, -0.90855], [-3.47975, 1.07201, -0.61684], [-1.51345, -0.26414, -0.23438], [1.61043, -0.40573, -0.04780], [-0.64705, 0.55380, -0.44681], [-2.83101, -0.11478, -0.24122], [-0.64500, -1.74308, 2.12446], [-1.30212, -3.49449, 1.47855], [-2.32934, -1.86405, 1.90878], [2.50186, 2.05589, 0.77230], [0.65689, 1.98800, 1.29228], [1.98921, 1.97770, 2.53993], [2.75056, -1.63745, -2.40849], [1.98899, -0.13655, -2.94257], [3.79690, -0.36403, -2.77875], [-4.46691, 1.77756, 1.13725], [-2.64822, 2.09305, 0.99894], [-3.86591, 3.09562, 0.13327], [-0.44269, -2.22679, -0.60984], [-2.14064, -2.25956, -0.60103], [0.87557, -0.12282, 1.81758], [2.65236, -0.41592, 1.59406], [2.83901, 0.95289, -0.92733], [3.75353, -0.49113, -0.41574], [-2.89407, 1.64633, -1.43035], [-4.42528, 0.84029, -0.98801], [1.45230, -1.40957, 0.09688], [0.77042, 0.00675, -0.52719]], "nbo_charge": [-0.636, -0.641, -0.629, -0.614, -0.530, -0.212, -0.235, -0.080, 0.852, -0.530, -0.644, -0.474, 0.209, 0.256, 0.235, 0.222, 0.244, 0.254, 0.217, 0.227, 0.254, 0.218, 0.199, 0.234, 0.208, 0.258, 0.216, 0.214, 0.215, 0.220, 0.190, 0.204, 0.416, 0.465]}

***

Entry 2:
{"formula": "CH8NO2", "method": "wB97M-V/def2-TZVPD", "fmax_ha_per_bohr": 0.0247, "relative_energy_kj_mol": 62.96, "e_homo_ev": -15.90, "gap_ev": 10.782, "charge": 1, "total_energy_ha": -247.86222, "symbols": ["C", "N", "H", "H", "H", "H", "H", "H", "O", "H", "H", "O"], "positions_angstrom": [[1.00028, 0.23823, -0.51334], [0.25686, 0.09133, 0.50969], [1.27080, 1.22295, -0.86139], [1.40872, -0.63486, -1.00845], [-0.12449, -0.84955, 0.62698], [-0.12178, 0.90629, 0.99461], [0.19999, -2.84092, -2.32833], [0.43226, -3.22292, -0.88981], [0.77054, -2.63490, -1.57706], [-2.46550, 2.50265, 1.82169], [-1.06645, 3.02238, 1.56242], [-1.56122, 2.19933, 1.66299]], "nbo_charge": [0.159, -0.579, 0.220, 0.262, 0.443, 0.470, 0.494, 0.481, -0.964, 0.507, 0.484, -0.977]}